(1)
Density functional theory data (the ωB97M-V functional and the def2-TZVPD basis) for 7 unconnected molecules or ions with the total composition C30H77N3O10 at a distorted geometry.

Structure (XYZ):
```
120
Properties=species:S:1:pos:R:3:forces:R:3
C -3.60937 8.21749 0.77692 0.28 -0.31 1.02
O -3.23561 8.33641 -0.58302 -0.47 1.48 0.39
C -1.90341 8.84068 -0.67468 1.34 -2.30 -0.20
C -1.01951 7.56299 -0.41687 -0.10 -0.48 0.35
N -1.47755 6.39960 -1.22542 1.53 1.12 -1.00
C -1.18805 6.53388 -2.67757 1.01 0.83 0.18
C 0.31161 6.86963 -3.12049 -0.67 -0.55 0.23
O 0.54157 8.24791 -3.29339 -1.15 0.75 1.97
C 1.71014 8.60094 -3.99305 -0.97 -1.17 -0.16
H -3.33970 9.06911 1.40152 -0.25 0.72 -0.42
H -3.05537 7.44726 1.31352 0.10 -0.61 -0.35
H -4.66200 7.98523 0.93857 -0.02 0.18 -0.65
H -1.65630 9.71685 -0.07522 -0.39 -0.19 0.59
H -1.59954 9.12379 -1.68246 -0.89 0.05 -0.34
H -1.15334 7.03996 0.53004 0.17 1.22 0.79
H 0.04037 7.79538 -0.52053 0.01 -0.19 -0.26
H -2.47467 6.51311 -1.11161 -0.39 -0.54 -0.31
H -1.73897 7.38126 -3.08566 -0.33 -0.07 -0.41
H -1.52576 5.59854 -3.12389 0.19 0.16 -0.31
H 0.49311 6.41144 -4.09271 -0.12 -0.47 -0.18
H 1.06824 6.49446 -2.43139 -0.08 -0.40 0.27
H 1.89486 9.65540 -3.78791 -0.04 -0.11 -0.58
H 1.38354 8.27538 -4.98070 1.07 0.89 -0.93
H 2.57895 8.00123 -3.72169 0.16 -0.03 0.31
C -5.29397 -0.10562 -6.42077 -0.43 -1.74 0.47
O -6.48640 0.26196 -7.05832 -0.52 1.46 -0.43
C -6.69685 -0.21346 -8.38245 2.38 -1.53 -0.23
C -5.47461 0.11255 -9.43300 -2.74 1.37 1.05
N -5.60530 1.53158 -9.82214 -0.02 -0.88 -0.66
C -4.81851 1.91769 -10.99966 0.05 0.64 0.52
C -3.42864 2.38084 -10.51578 0.02 -0.86 -0.56
O -3.50232 3.59532 -9.82461 -0.36 1.49 -0.49
C -3.39824 4.70275 -10.76225 0.46 -0.52 0.22
H -5.15147 0.32356 -5.42900 -0.08 1.34 -0.54
H -4.41964 -0.08400 -7.07131 0.06 0.28 0.34
H -5.44665 -1.11583 -6.04094 0.34 -0.88 -0.57
H -7.73538 -0.05320 -8.67203 0.39 1.33 -0.32
H -6.74504 -1.30214 -8.35866 0.52 -0.64 0.29
H -5.64828 -0.51494 -10.30718 0.05 0.03 -0.01
H -4.48946 -0.09736 -9.01642 -0.07 -0.44 0.15
H -5.32027 2.13840 -9.06675 -0.17 0.04 0.27
H -5.37361 2.73764 -11.45531 0.25 0.20 -0.25
H -4.78882 1.11719 -11.73886 0.15 -0.15 0.15
H -2.61563 2.46702 -11.23666 -0.20 -0.14 -0.67
H -3.10214 1.58032 -9.85196 0.16 0.22 0.49
H -2.42186 4.65819 -11.24471 0.37 0.09 0.20
H -3.50798 5.66511 -10.26233 -0.04 -0.34 0.30
H -4.07789 4.68280 -11.61418 -0.60 -0.36 0.28
C 4.25109 -4.49561 6.75181 -0.50 -0.56 -1.32
O 4.79941 -5.43691 5.83280 0.77 -0.37 0.00
C 6.17369 -5.26945 5.41882 -0.40 -0.80 -0.94
C 6.35638 -5.11351 3.81627 -0.76 1.81 2.38
N 6.73796 -6.24707 3.03187 -0.62 -0.43 0.28
C 5.87694 -7.42971 3.25969 0.67 -1.07 -0.45
C 6.24394 -8.54079 2.26506 0.74 0.55 0.60
O 7.61226 -8.91338 2.59414 -1.02 -0.66 -1.72
C 7.96363 -10.20950 2.06138 -0.06 0.14 1.56
H 4.06722 -3.60515 6.15067 0.44 0.78 0.74
H 4.79180 -4.42025 7.69523 0.29 0.42 -0.21
H 3.24440 -4.84527 6.98073 0.06 -0.30 0.12
H 6.70739 -6.17776 5.69853 -0.01 -0.29 0.09
H 6.69495 -4.49500 5.98150 -0.33 0.51 -0.17
H 7.07713 -4.29805 3.75582 0.57 -0.32 -0.44
H 5.45790 -4.59758 3.47764 -0.39 -0.51 -0.29
H 7.64996 -6.50009 3.38449 0.32 -0.31 -0.40
H 4.80935 -7.25634 3.12439 0.08 0.57 0.28
H 6.10733 -7.85266 4.23751 -0.57 0.05 0.36
H 6.05383 -8.11555 1.27960 0.91 0.01 -0.49
H 5.61918 -9.43395 2.27231 -0.24 -0.05 0.69
H 8.96877 -10.39091 2.44201 0.21 0.10 -0.68
H 7.81429 -10.40889 1.00022 0.34 0.75 -0.22
H 7.38603 -10.99116 2.55482 -0.48 -0.01 0.22
C 0.36229 1.05372 2.74357 0.95 -2.19 0.39
C -0.49584 0.02931 1.95729 -0.87 3.92 0.87
C -1.93209 0.05272 2.43304 -1.16 -0.90 -0.81
O -0.50045 0.59127 0.63782 0.35 -1.46 -0.90
H 0.39763 0.68297 3.76796 0.10 0.50 0.36
H 0.11212 2.11330 2.69060 -0.56 -0.28 -0.12
H 1.36479 0.92375 2.33589 0.21 0.31 0.12
H -0.13867 -0.99539 2.05990 0.41 0.23 -0.76
H -2.13723 -0.59628 3.28441 -0.01 0.12 0.05
H -2.47808 -0.30296 1.55926 -0.25 -0.87 0.10
H -2.47409 0.99382 2.52616 0.85 0.60 0.61
H -0.90234 1.46059 0.70395 -0.02 0.04 0.08
C -6.20929 -8.53917 4.23525 0.50 0.48 0.70
C -6.61850 -8.54204 2.77449 -0.56 0.72 1.61
C -6.69077 -7.15484 2.18575 0.56 0.06 0.01
O -5.71033 -9.35806 2.07474 -0.38 0.03 -0.81
H -6.09140 -9.56431 4.58640 -0.22 -0.05 0.18
H -6.88713 -7.98695 4.88616 -0.48 -0.29 -0.10
H -5.26172 -8.04275 4.44449 0.35 -0.03 -0.49
H -7.66650 -8.83916 2.81342 -0.12 -1.07 -0.57
H -5.65965 -6.86857 1.97853 -0.12 0.37 -0.44
H -7.09867 -6.44336 2.90374 0.02 -0.12 0.17
H -7.35750 -7.11832 1.32422 0.44 -0.02 -0.27
H -5.74700 -10.24209 2.44724 0.00 -0.07 0.02
C 10.56824 1.55105 -0.80000 -1.22 2.09 1.13
C 9.97234 2.69910 0.13748 -0.58 -1.31 -2.43
C 8.75460 3.40659 -0.50943 0.19 0.32 1.06
O 9.60523 2.06945 1.31829 0.04 0.31 1.57
H 9.69179 0.95757 -1.06021 0.22 -0.32 -0.27
H 11.24724 0.99929 -0.14991 0.29 -0.05 -0.61
H 10.97182 2.05388 -1.67886 0.38 -0.60 -0.07
H 10.74081 3.45728 0.28823 0.02 -0.14 0.57
H 7.80951 2.86370 -0.52294 0.40 -1.05 -0.82
H 9.04521 3.86141 -1.45641 -0.40 -0.01 -0.02
H 8.37381 4.14621 0.19489 0.70 0.79 -0.01
H 9.11206 1.27188 1.11269 -0.05 -0.02 -0.11
C -2.30348 1.36563 9.29209 0.52 0.23 0.60
C -3.61428 0.83332 8.79955 -1.18 -1.27 1.42
C -3.56804 -0.74435 8.74848 -0.03 0.73 -0.90
O -4.70682 1.39156 9.60874 0.48 -0.01 -1.07
H -2.34130 2.43476 9.50096 -0.07 0.10 -0.49
H -1.52343 1.12388 8.57016 0.14 0.20 0.04
H -2.01883 0.94457 10.25634 -0.04 -0.39 0.02
H -3.76359 1.19854 7.78346 -0.35 -0.02 0.05
H -4.33176 -1.21706 8.13092 -0.30 0.48 -0.16
H -3.59391 -1.34464 9.65793 0.27 0.68 0.49
H -2.63380 -0.94072 8.22243 0.15 -0.34 0.14
H -4.97216 0.85061 10.35612 0.41 -0.38 -0.14
```
Forces are in eV/Å.

Summary:
Structure (SMILES): COCCNCCOC.COCCNCCOC.COCCNCCOC.CC(C)O.CC(C)O.CC(C)O.CC(C)O
LUMO, hartree: 0.02121
E_HOMO, hartree: -0.31099
Spin multiplicity: 1
Kohn-Sham gap, eV: 9.040

Mulliken population analysis, charges in e, atoms 1 to 5: atom 1 (C): -0.750, atom 2 (O): -0.393, atom 3 (C): -0.453, atom 4 (C): -0.726, atom 5 (N): -0.456

(2)
Density functional theory data (the ωB97M-V functional and the def2-TZVPD basis) for a molecular structure, C21H18I2N2O3Pd.

Structure (XYZ):
```
47
Properties=species:S:1:pos:R:3:forces:R:3
Pd -0.12144 0.60025 0.17798 -0.51 -0.17 0.38
I 2.83370 -3.97007 -5.08840 0.05 -0.11 -0.07
C 2.08867 -2.40398 -3.94165 -0.08 0.13 0.10
C 2.87406 -1.28929 -3.69220 0.01 0.02 0.01
C 2.36816 -0.26260 -2.91313 0.06 -0.23 -0.12
I 3.57920 1.38160 -2.51661 0.00 0.08 0.05
C 1.07263 -0.30012 -2.36216 0.12 0.22 0.23
O 0.66246 0.70671 -1.63166 -0.24 0.07 -0.61
C 0.29181 -1.44272 -2.64319 -0.04 -0.02 -0.08
C -1.09929 -1.56008 -2.08254 0.10 -0.01 0.09
N -1.06786 -1.62824 -0.62162 -0.34 -0.30 -0.12
C -0.17626 -2.60176 -0.04199 0.11 0.21 -0.01
C 1.22181 -2.04780 0.22052 -0.08 -0.01 0.10
C 2.32012 -2.88842 0.12649 0.01 0.00 0.01
C 3.58229 -2.40868 0.42590 0.01 -0.04 -0.01
C 3.72103 -1.09512 0.84012 -0.03 0.02 0.02
C 2.58822 -0.30952 0.91199 0.02 0.01 0.00
N 1.37167 -0.76874 0.60057 0.19 0.04 -0.23
C 0.80633 -2.47078 -3.42027 -0.01 -0.01 0.02
H 3.87664 -1.21858 -4.09093 0.00 -0.01 -0.01
H -1.57863 -2.44451 -2.52321 0.01 0.00 -0.02
H -1.69272 -0.68177 -2.34782 0.03 0.01 -0.02
H -1.99951 -1.66520 -0.23612 0.05 -0.06 0.04
H -0.06417 -3.50296 -0.65706 0.01 -0.02 0.01
H -0.58300 -2.91669 0.92196 0.01 0.02 0.02
H 2.17427 -3.90815 -0.20447 0.01 0.00 0.00
H 4.44788 -3.05125 0.33166 0.00 0.00 0.00
H 4.68465 -0.67023 1.07981 0.00 0.00 0.00
H 2.63978 0.72748 1.21208 0.00 0.00 -0.03
H 0.18537 -3.33674 -3.61721 0.01 -0.01 -0.01
C -3.23256 3.52805 -0.22832 -0.12 -0.06 -0.02
C -2.40311 2.48905 0.47762 -0.06 -0.26 0.29
O -1.97364 1.55355 -0.22278 0.75 0.44 -0.42
C -2.19860 2.55450 1.90888 0.02 0.19 -0.16
C -2.91522 3.52092 2.65682 -0.01 0.00 -0.01
C -2.86491 3.57670 4.02049 0.03 -0.04 -0.02
C -2.06583 2.63713 4.69862 -0.01 0.02 0.04
C -1.35002 1.69530 4.01729 -0.06 0.01 -0.02
C -1.36709 1.62571 2.59611 0.09 -0.17 0.09
O -0.60361 0.72276 2.06613 -0.14 0.01 0.47
H -3.11939 3.38390 -1.29896 -0.01 0.01 0.00
H -2.92174 4.53455 0.04743 0.02 -0.01 -0.02
H -4.28590 3.42012 0.03698 0.00 0.01 0.00
H -3.54125 4.22560 2.12653 0.01 0.01 0.02
H -3.42974 4.31879 4.56639 0.00 0.00 0.00
H -2.00962 2.66274 5.78041 -0.01 0.00 0.00
H -0.72565 0.97859 4.53353 0.00 -0.01 -0.01
```
Forces are in eV/Å.

Summary:
LUMO, hartree: -0.00541
E_HOMO, hartree: -0.27659
Spin multiplicity: 1
Kohn-Sham gap, eV: 7.379

Mulliken population analysis, charges in e, atoms 1 to 5: atom 1 (Pd): 0.912, atom 2 (I): 0.062, atom 3 (C): -0.408, atom 4 (C): -0.366, atom 5 (C): -0.081

(3)
Density functional theory data (the ωB97M-V functional and the def2-TZVPD basis) for a molecular structure, C39H48BrClN2O6P2Y.

Structure (XYZ):
```
100
Properties=species:S:1:pos:R:3:forces:R:3
Y 0.16377 0.42463 -0.78357 0.31 0.51 -0.02
C 0.09544 4.32913 1.49715 -0.05 0.03 -0.05
C 0.82233 3.36446 2.42997 0.01 0.09 0.17
C 2.33439 3.53135 2.23361 0.02 0.02 0.02
P 0.43385 1.59221 2.10485 -0.01 -0.21 -0.23
C 1.15433 0.71689 3.58731 0.01 0.05 0.18
C 0.47753 -0.63399 3.81285 0.03 -0.07 0.02
C 1.07482 1.51955 4.88643 0.01 0.04 0.00
C -1.35733 1.38173 2.33063 -0.07 -0.07 -0.02
C -2.18846 2.32669 2.92732 0.05 0.08 0.06
C -3.57159 2.23645 2.88259 0.02 -0.10 -0.03
C -4.44520 3.28233 3.51416 -0.08 0.12 0.06
C -4.11549 1.15637 2.18779 -0.01 -0.02 -0.02
C -3.31425 0.19920 1.59633 0.01 0.03 0.00
C -1.91322 0.25671 1.67979 -0.01 0.01 -0.15
N -1.06008 -0.65170 1.03718 -0.12 -0.10 0.18
C -1.27696 -2.00260 1.17265 0.02 -0.14 -0.34
C -2.30474 -2.58364 1.95346 0.13 0.15 0.27
C -2.48726 -3.94665 2.06290 -0.04 -0.06 0.04
C -1.68010 -4.86036 1.39657 0.05 0.18 -0.02
C -1.88928 -6.34449 1.48124 -0.06 -0.16 0.00
C -0.64963 -4.31490 0.64714 0.06 -0.11 -0.02
C -0.41338 -2.94679 0.52473 -0.11 -0.01 0.03
P 1.00465 -2.34329 -0.42913 -0.15 0.39 -0.02
C 2.52654 -3.06456 0.34271 0.10 -0.24 -0.10
C 2.68314 -2.61801 1.78968 -0.07 0.03 0.15
C 2.68267 -4.58650 0.27280 -0.04 -0.01 0.00
C 0.93330 -2.99142 -2.16427 0.04 -0.09 -0.13
C 0.22195 -4.30932 -2.45002 -0.04 -0.05 0.02
C 2.32804 -2.95510 -2.79483 0.03 0.01 -0.03
H 0.41974 5.34856 1.72294 0.01 0.01 -0.02
H -0.98741 4.28966 1.61266 0.02 0.00 -0.01
H 0.34318 4.11972 0.45643 0.02 -0.02 -0.01
H 0.56292 3.61285 3.46518 0.00 -0.01 -0.05
H 2.58601 3.36769 1.18411 -0.01 -0.01 -0.01
H 2.92736 2.84694 2.84416 -0.02 -0.04 0.03
H 2.63392 4.54924 2.49338 0.00 0.01 -0.01
H 2.20721 0.54197 3.33890 -0.01 0.01 -0.01
H -0.54514 -0.48899 4.16856 0.00 0.00 0.00
H 1.02563 -1.19057 4.57762 -0.01 -0.01 0.01
H 0.42115 -1.23967 2.91422 0.06 0.00 -0.03
H 0.03763 1.79238 5.10013 -0.01 0.00 0.00
H 1.66822 2.43327 4.86800 0.02 -0.01 -0.03
H 1.43018 0.91106 5.72225 0.01 -0.03 -0.01
H -1.73836 3.18057 3.42488 -0.01 -0.02 0.01
H -3.84271 4.05264 3.99689 0.00 -0.01 0.00
H -5.11003 2.85899 4.27050 0.02 -0.04 0.00
H -5.07743 3.77742 2.77303 0.01 -0.02 -0.02
H -5.19248 1.07415 2.08170 -0.01 0.03 0.01
H -3.76835 -0.58952 1.01173 -0.01 -0.04 0.01
H -2.95568 -1.94966 2.53519 -0.02 0.05 -0.03
H -3.29664 -4.30518 2.69234 0.00 -0.02 -0.01
H -2.79293 -6.58384 2.04411 0.00 0.03 0.01
H -1.05514 -6.85018 1.97481 0.02 0.02 0.00
H -1.99727 -6.79219 0.49021 0.02 0.01 0.00
H 0.00293 -4.99494 0.11288 -0.01 0.01 0.02
H 3.33353 -2.61463 -0.24707 -0.04 0.01 -0.01
H 1.91743 -3.08208 2.41574 -0.01 -0.01 -0.01
H 2.59553 -1.53941 1.91783 0.00 0.05 -0.06
H 3.65985 -2.92850 2.16988 0.00 0.01 0.02
H 1.99520 -5.07378 0.96557 0.00 0.00 0.01
H 3.69597 -4.87300 0.56815 0.01 0.03 -0.01
H 2.49835 -4.98375 -0.72426 0.02 0.00 0.02
H 0.35805 -2.21413 -2.67263 -0.01 -0.01 0.04
H 0.75545 -5.17643 -2.05184 0.01 0.01 0.00
H 0.14676 -4.43767 -3.53258 0.02 0.01 -0.01
H -0.79159 -4.31919 -2.04895 0.00 0.02 0.00
H 2.97028 -3.75498 -2.41851 0.01 0.02 -0.01
H 2.81597 -1.99285 -2.64099 -0.02 0.02 0.02
H 2.23198 -3.08498 -3.87455 -0.01 -0.02 -0.01
C -0.60716 2.67585 -6.44905 0.02 0.02 -0.12
C -1.08962 2.77173 -5.03355 -0.03 0.02 0.09
C -2.15038 3.58095 -4.65039 0.06 -0.04 -0.08
C -2.56710 3.60506 -3.32952 0.07 -0.05 0.06
C -1.86471 2.81419 -2.43845 -0.05 0.15 -0.13
Br -2.37436 2.75550 -0.61652 0.00 -0.02 0.04
N -0.84498 2.04972 -2.76060 -0.10 -0.26 0.12
C -0.48236 2.01157 -4.04215 0.07 -0.05 -0.01
H -1.12928 3.38387 -7.09271 -0.01 0.00 0.01
H -0.76864 1.67246 -6.84686 0.00 -0.01 0.02
H 0.46163 2.88286 -6.51562 0.01 -0.01 0.02
H -2.65830 4.18567 -5.39258 -0.02 0.02 0.02
H -3.39925 4.20649 -2.99647 0.00 0.02 0.00
H 0.31625 1.32268 -4.28627 0.00 0.01 0.00
O 4.17527 3.68672 -4.58275 0.03 0.03 -0.06
C 3.49259 3.06089 -3.81418 -0.10 -0.11 0.18
C 3.12940 1.57728 -3.91834 0.06 0.28 -0.01
O 3.47493 0.82177 -4.80483 0.00 -0.07 -0.03
C 2.27543 1.31432 -2.76672 -0.06 -0.29 0.04
C 2.07516 2.46689 -2.00013 0.03 0.18 0.20
O 1.33514 2.45421 -0.94919 0.00 -0.01 0.05
C 2.80989 3.60475 -2.55646 0.06 -0.10 -0.19
O 2.86874 4.74485 -2.14542 0.00 0.04 0.04
O 1.70505 0.19486 -2.44596 0.02 0.07 -0.04
O 4.14075 0.58261 0.02304 0.10 0.03 0.01
C 3.04191 0.38563 0.15928 -0.07 -0.03 -0.05
Cl -1.55739 -1.00135 -3.79784 -0.10 0.09 0.27
C -1.67988 -0.71366 -1.94715 -0.10 -0.34 -0.43
H -1.83196 -1.73586 -1.58257 -0.04 0.02 0.05
H -2.65588 -0.22392 -1.85260 0.03 0.03 0.05
```
Forces are in eV/Å.

Summary:
LUMO, hartree: 0.08414
E_HOMO, hartree: -0.16677
Charge: -1
Spin multiplicity: 1
Kohn-Sham gap, eV: 6.827

Mulliken population analysis, charges in e, atoms 1 to 5: atom 1 (Y): -1.117, atom 2 (C): -1.321, atom 3 (C): 0.411, atom 4 (C): -1.668, atom 5 (P): 1.642